Record 1
This record from the OMol25 dataset describes an isolated ion of composition C4H10N4 and charge +2. The level of theory is ωB97M-V/def2-TZVPD.

Structure (XYZ):
```
18
Properties=species:S:1:pos:R:3:nbo_charge:R:1
C 1.310 -0.155 1.309 -0.459
N 0.782 0.334 0.043 0.026
C 1.305 -0.163 -1.260 -0.435
N 0.518 1.642 -0.035 -0.136
C -0.667 2.084 0.069 0.350
N -1.800 1.202 0.002 -0.627
C -1.588 -0.093 -0.100 0.666
N -2.288 -1.195 -0.055 -0.690
H 1.478 -1.222 1.290 0.270
H 2.355 0.213 1.492 0.298
H 0.782 0.139 2.133 0.255
H 0.768 0.267 -2.047 0.248
H 2.356 0.281 -1.347 0.284
H 1.390 -1.192 -1.374 0.262
H -0.974 3.093 0.013 0.272
H -2.715 1.715 -0.136 0.496
H -3.300 -1.219 0.145 0.469
H -1.831 -2.026 -0.177 0.450
```

Summary:
SMILES = CN(C)/N=C\[NH+]=C=[NH2+]
total charge = +2
LUMO (alpha / beta) = -11.2 / -11.0 eV
electronic energy = -10248.4223 eV
largest force on an atom = 4.4 eV/Å
highest occupied orbital energy (alpha / beta) = -19.446 / -20.013 eV
relative energy (zero: lowest compared OMol25 entry of this formula, charge and spin) = 113.4 kcal/mol
spin multiplicity = 1

***

Record 2
This record from the OMol25 dataset describes the molecule C4H10N4O. The level of theory is ωB97M-V/def2-TZVPD.

Structure (XYZ):
```
19
Properties=species:S:1:pos:R:3:nbo_charge:R:1
C 1.655 -1.853 -0.060 -0.615
C 0.434 -1.000 0.087 -0.111
C -0.741 -1.426 0.532 0.437
N -1.628 -2.092 1.001 -0.713
N 0.444 0.422 0.036 -0.170
N 1.643 1.081 0.172 -0.663
N -0.988 0.835 0.069 -0.007
C -1.126 2.292 -0.060 -0.431
O -1.834 0.398 -1.009 -0.592
H 2.370 -1.427 -0.771 0.217
H 2.165 -1.968 0.903 0.219
H 1.376 -2.841 -0.438 0.224
H -1.716 -3.058 0.685 0.382
H 2.311 0.802 -0.544 0.355
H 1.519 2.068 0.364 0.378
H -0.788 2.614 -1.050 0.193
H -2.171 2.600 0.042 0.225
H -0.526 2.846 0.663 0.195
H -2.398 -0.294 -0.620 0.478
```

Summary:
SMILES = CC(=C=N)N(N)N(C)O
total charge = 0
LUMO = 0.8 eV
electronic energy = -12310.3858 eV
largest force on an atom = 3.6 eV/Å
highest occupied orbital energy = -6.095 eV
relative energy (zero: lowest compared OMol25 entry of this formula, charge and spin) = 187.9 kcal/mol
spin multiplicity = 1

***

Record 3
This record from the OMol25 dataset describes a 2-piece molecular cluster, C4H10N4O2 overall. The level of theory is ωB97M-V/def2-TZVPD.

Structure (XYZ):
```
20
Properties=species:S:1:pos:R:3:nbo_charge:R:1
C -4.686 0.355 0.436 -0.091
C -1.065 -0.531 -0.691 0.103
C -3.317 0.033 -0.050 0.686
C 2.980 -0.129 -1.052 -0.467
N 0.176 -0.272 -0.414 0.087
N -2.075 0.177 0.064 -0.521
N 3.408 -0.182 1.234 -0.434
N 2.926 0.435 0.207 -0.130
O 0.646 0.471 0.415 -0.255
O -4.302 -0.558 -0.651 -0.304
H -5.208 -0.193 1.167 0.244
H -5.290 1.184 0.231 0.251
H -1.308 -1.251 -1.415 0.261
H 2.138 -0.830 -1.160 0.243
H 2.834 0.707 -1.739 0.264
H 3.985 -0.610 -1.132 0.265
H -1.718 0.641 0.916 0.474
H 3.679 0.364 2.113 0.453
H 3.603 -1.164 1.202 0.432
H 2.593 1.354 0.319 0.441
```

Summary:
total charge = +2
LUMO (alpha / beta) = -8.5 / -9.5 eV
electronic energy = -14341.4965 eV
largest force on an atom = 5.8 eV/Å
highest occupied orbital energy (alpha / beta) = -18.062 / -17.100 eV
relative energy (zero: lowest compared OMol25 entry of this formula, charge and spin) = 136.4 kcal/mol
spin multiplicity = 1

***

Record 4
This record from the OMol25 dataset describes a 2-piece molecular cluster, C4H10N4OP overall. The level of theory is ωB97M-V/def2-TZVPD.

Structure (XYZ):
```
20
Properties=species:S:1:pos:R:3:nbo_charge:R:1
C -2.666 -0.440 0.743 -0.267
C -3.096 0.500 -0.032 -0.019
C -0.836 1.022 -0.642 0.288
C -1.252 -0.649 1.067 -0.270
N -0.291 0.174 0.146 -0.543
N -2.205 1.427 -0.606 -0.609
N 3.100 0.168 -1.507 -1.169
N 2.595 -1.377 0.690 -1.149
O 2.998 1.294 0.884 -0.904
P 2.827 0.103 0.062 2.354
H -3.276 -1.274 1.068 0.235
H -4.103 0.767 0.022 0.227
H -0.214 1.609 -1.307 0.176
H -1.114 -0.366 2.238 0.206
H -0.751 -1.676 1.083 0.204
H -2.540 1.935 -1.435 0.412
H 3.224 -0.556 -2.235 0.467
H 2.842 0.955 -1.962 0.440
H 2.479 -2.244 0.103 0.466
H 2.281 -1.371 1.619 0.455
```

Summary:
total charge = +1
LUMO = -4.0 eV
electronic energy = -21599.5159 eV
largest force on an atom = 4.0 eV/Å
highest occupied orbital energy = -11.412 eV
relative energy (zero: lowest compared OMol25 entry of this formula, charge and spin) = 31.2 kcal/mol
spin multiplicity = 1